1.
Computed, not measured: a structure of composition C23H8F15GeN2OS5SbY, with ωB97M-V with the def2-TZVPD basis set.

The geometry in ORCA input format:
```
! RIJCOSX wB97M-V def2-TZVPD def2/J DEFGRID3
* xyz -1 1
Y -1.734 -0.272 -2.971
S -2.869 -2.584 -2.220
Sb -3.787 -1.894 -4.368
S -1.637 -1.359 -5.380
S -4.228 0.348 -3.571
S -5.320 -3.171 -5.301
F 0.726 1.758 2.096
C 1.505 0.686 2.318
C 1.089 -0.590 1.959
C 1.984 -1.595 2.111
F 1.732 -2.789 1.640
C 3.268 -1.410 2.719
F 4.152 -2.397 2.931
C 3.588 -0.127 3.081
F 4.734 0.196 3.709
C 2.708 0.925 2.910
F 3.105 2.129 3.294
Ge -0.565 -0.732 0.813
S -0.228 0.613 -0.905
C -0.634 -2.646 0.335
C -1.218 -3.583 1.175
F -1.935 -3.139 2.243
C -1.024 -4.976 1.022
F -1.457 -5.842 1.923
C -0.265 -5.451 -0.062
F -0.141 -6.774 -0.265
C 0.257 -4.517 -0.939
F 0.984 -4.988 -1.958
C 0.047 -3.166 -0.724
F 0.673 -2.367 -1.635
C -2.180 -0.177 1.807
C -2.043 0.181 3.109
F -0.885 0.053 3.814
C -3.091 0.680 3.848
F -2.894 0.976 5.131
C -4.350 0.802 3.295
F -5.354 1.223 4.032
C -4.548 0.423 2.002
F -5.764 0.465 1.498
C -3.440 0.041 1.245
F -3.613 -0.310 -0.005
N -0.013 1.454 -3.989
C 0.692 2.150 -3.423
N 1.521 2.940 -2.789
C 2.928 2.448 -2.674
C 3.822 3.628 -2.254
O 3.244 4.275 -1.136
C 1.963 4.851 -1.390
C 0.902 3.783 -1.790
H 3.296 2.029 -3.618
H 2.968 1.674 -1.931
H 3.894 4.394 -3.099
H 4.840 3.304 -2.044
H 2.080 5.515 -2.232
H 1.718 5.355 -0.452
H -0.007 4.309 -2.119
H 0.805 3.246 -0.815
*
```

Calculated values
Frontier orbital gap in eV: 6.854


2.
Computed, not measured: a cluster of 2 separate species, C23H9BF9N6O4 in total, with ωB97M-V with the def2-TZVPD basis set.

The geometry in ORCA input format:
```
! RIJCOSX wB97M-V def2-TZVPD def2/J DEFGRID3
* xyz -1 1
F 6.175 -1.233 -0.408
C 4.791 -1.137 -0.439
C 4.043 -2.317 -0.492
C 2.688 -2.222 -0.242
F 1.965 -3.371 -0.469
C 2.038 -1.053 0.186
B 0.657 -1.103 0.793
C -0.267 -2.296 0.553
C -1.082 -2.667 -0.523
F -0.990 -1.997 -1.725
C -1.985 -3.721 -0.450
C -1.936 -4.533 0.690
F -2.767 -5.634 0.747
C -1.105 -4.261 1.770
C -0.286 -3.155 1.655
F 0.536 -2.872 2.719
C 0.264 -0.084 1.895
C -0.952 0.610 2.006
F -1.838 0.553 0.949
C -1.300 1.367 3.121
C -0.401 1.459 4.182
F -0.800 2.021 5.379
C 0.828 0.805 4.137
C 1.126 0.087 2.992
F 2.357 -0.513 2.985
H -0.606 1.157 -0.857
C 2.845 0.095 0.165
F 2.260 1.298 0.435
C 4.195 0.094 -0.131
H 4.513 -3.300 -0.649
H -2.721 -3.894 -1.232
H -1.104 -4.847 2.690
H -2.285 1.835 3.211
H 1.515 0.772 5.000
H 4.795 1.005 -0.053
O -4.108 4.813 -2.595
N -2.872 4.764 -2.704
O -2.173 5.752 -3.033
C -2.159 3.530 -2.464
C -0.750 3.523 -2.558
C -0.100 2.312 -2.422
N 1.294 2.167 -2.590
O 2.002 3.140 -2.901
O 1.759 1.002 -2.453
C -0.771 1.087 -1.899
N -2.212 1.174 -2.123
N -3.061 0.183 -1.765
N -4.257 0.697 -1.731
N -4.248 2.012 -2.024
C -2.927 2.334 -2.214
H -0.205 4.435 -2.799
H -0.379 0.126 -2.317
*
```

Calculated values
Frontier orbital gap in eV: 5.839


3.
Computed, not measured: a structure of composition C24H12Cl5N5Pt, with ωB97M-V with the def2-TZVPD basis set.

The geometry in ORCA input format:
```
! RIJCOSX wB97M-V def2-TZVPD def2/J DEFGRID3
* xyz 0 3
Pt 11.616 11.455 5.557
C 15.912 10.751 5.619
C 16.451 11.795 4.810
C 15.702 12.872 4.636
C 14.255 12.835 4.947
N 13.673 11.729 5.497
C 14.589 10.792 5.958
N 13.671 14.017 4.715
C 12.406 14.217 4.850
N 11.345 13.343 4.986
C 10.207 14.034 5.259
N 9.033 13.529 5.438
C 8.699 12.198 5.374
C 7.352 11.848 5.495
C 6.929 10.511 5.473
C 7.890 9.524 5.292
C 9.223 9.879 5.236
N 9.599 11.171 5.351
C 10.514 15.395 5.306
C 9.707 16.518 5.385
C 10.293 17.779 5.368
C 11.708 17.901 5.351
C 12.510 16.845 5.173
C 11.889 15.561 5.080
H 16.571 9.992 6.015
H 17.507 11.758 4.542
H 16.047 13.756 4.143
H 14.191 9.888 6.444
H 6.566 12.604 5.603
H 5.933 10.239 5.526
H 7.589 8.515 5.221
H 9.924 9.111 5.037
H 8.607 16.402 5.393
H 9.732 18.745 5.338
H 12.111 18.955 5.342
H 13.577 17.000 5.063
Cl 11.476 10.955 8.877
C 11.605 9.542 7.987
C 11.787 9.746 6.519
C 12.163 8.489 5.853
Cl 12.542 8.600 4.206
C 12.131 7.273 6.472
Cl 12.607 5.876 5.681
C 11.801 7.159 7.854
Cl 11.569 5.620 8.655
C 11.580 8.291 8.626
Cl 11.281 8.231 10.266
*
```

Calculated values
Frontier orbital gap (alpha / beta) in eV: 5.652 / 4.819